The following is a quantum chemistry calculation of a cluster of 2 separate species, C5H12NO in total in a non-equilibrium geometry, from the OMol25 dataset.

Calculated values
LUMO level: -4.68 eV
Relative energy (zero: lowest compared OMol25 entry of this formula, charge and spin): 233.1 kJ/mol
Highest occupied orbital energy: -12.4 eV
Maximum force: 2.9 eV/Å
Net charge: +1

Geometry (Å):
C -0.016 0.196 -3.190
C 0.305 -0.151 -1.697
C -1.634 -0.381 -0.092
N -1.010 -0.741 -1.134
H -0.256 -0.766 -3.747
H -0.888 0.824 -3.210
H 0.949 0.642 -3.657
H 1.144 -0.838 -1.479
H 0.370 0.820 -1.153
H -2.629 -0.757 0.024
H -1.278 0.309 0.705
H -1.471 -1.526 -1.600
C 0.232 -0.670 2.617
C 1.196 0.221 2.291
O 0.881 1.423 1.644
H 0.470 -1.723 2.673
H -0.817 -0.382 2.823
H 2.251 0.091 2.549
H 1.685 1.818 1.285

Atoms 1-2, force components in eV/Å:
2.202 -1.864 -0.106
-1.693 0.795 0.019